No. 1
14
Properties=species:S:1:pos:R:3 method="wB97M-V/def2-TZVPD" lumo_ev=0.544 max_force_ev_per_a=3.588 charge=0 homo_energy_ha=-0.3193
C -1.62 0.34 0.26
C -2.74 -1.64 -0.52
C 1.90 0.90 0.42
N -2.60 -0.59 0.14
O -1.48 1.35 -0.41
O 0.66 0.59 -1.80
S 0.83 -0.27 -0.45
H -1.10 0.23 1.19
H -3.69 -1.98 -0.42
H -1.97 -1.99 -1.14
H -0.28 0.90 -1.62
H 2.32 0.60 1.42
H 1.60 1.98 0.67
H 2.84 1.03 -0.12

No. 2
9
Properties=species:S:1:pos:R:3 method="wB97M-V/def2-TZVPD" lumo_ev=-0.138 max_force_ev_per_a=4.511 charge=0 homo_energy_ha=-0.3445
C 1.35 0.19 -0.26
C -1.14 -0.09 0.24
O 0.04 0.38 -0.77
I -1.88 -2.04 -0.07
I -2.70 1.29 0.08
H 1.88 0.18 -1.20
H 1.40 -0.70 0.44
H 1.55 1.03 0.39
H -0.51 -0.24 1.15

No. 3
38
Properties=species:S:1:pos:R:3 method="wB97M-V/def2-TZVPD" lumo_ev=2.881 max_force_ev_per_a=9.813 charge=-2 homo_energy_ha=-0.1804
Y 0.06 -0.54 0.20
Cl 0.33 -3.19 1.11
N 2.21 -0.40 -0.15
S 3.23 0.94 0.21
O 3.52 1.85 -0.84
O 4.19 0.92 1.32
F 2.05 1.59 1.10
S 3.51 -1.02 -0.82
O 4.47 -1.67 0.08
O 3.96 -0.48 -2.05
F 2.68 -2.27 -1.41
N -0.39 1.50 -0.52
S -0.07 1.96 -2.21
O 1.03 2.91 -2.50
O -1.21 2.03 -3.14
F 0.58 0.53 -2.61
S -0.74 3.01 -0.20
O -1.93 3.50 -0.78
O 0.43 3.83 -0.05
F -1.11 2.78 1.38
N -0.81 0.10 2.20
S 0.16 0.30 3.68
O -0.05 -0.52 4.88
O 0.67 1.67 3.79
F 1.49 -0.46 3.07
S -2.06 -0.27 3.02
O -2.69 0.71 3.79
O -2.21 -1.60 3.52
F -2.98 -0.30 1.69
N -1.39 -1.26 -1.34
S -1.21 -2.61 -2.45
O -1.21 -2.30 -3.91
O -1.61 -3.94 -2.00
F 0.35 -2.79 -2.39
S -2.92 -1.29 -1.52
O -3.59 -2.32 -0.74
O -3.46 -0.94 -2.76
F -3.30 0.04 -0.66

No. 4
24
Properties=species:S:1:pos:R:3 method="wB97M-V/def2-TZVPD" lumo_ev="-7.862 / -12.066" max_force_ev_per_a=5.631 charge=+2 spin_multiplicity=2 s_squared=0.75 homo_energy_ha="-0.6918 / -0.6918"
C -0.10 0.79 1.82
C 0.46 -0.59 1.85
C -0.14 -1.53 0.89
C -1.83 -1.45 -2.65
C -1.28 -1.72 -1.29
C -0.50 -1.04 -0.46
N 0.76 1.73 1.03
H -1.15 0.79 1.18
H -0.27 1.28 2.77
H 1.51 -0.70 1.59
H 0.29 -0.97 2.84
H 0.64 -2.45 0.63
H -1.15 -2.02 1.34
H -1.39 -2.03 -3.50
H -2.89 -1.59 -2.76
H -1.83 -0.38 -3.02
H -1.73 -2.60 -0.79
H 0.01 -0.18 -0.80
H 1.76 1.66 1.34
H 0.38 2.75 1.09
H 0.91 1.35 0.04
H 2.48 3.78 -1.11
H 2.80 2.21 -1.20
O 2.23 2.93 -0.83

No. 5
16
Properties=species:S:1:pos:R:3 method="wB97M-V/def2-TZVPD" lumo_ev=1.138 max_force_ev_per_a=4.104 charge=0 homo_energy_ha=-0.2864
C -1.04 -0.27 -1.16
C 0.18 -1.03 -0.61
C 0.82 -0.15 0.55
C 1.43 1.02 0.23
N 0.62 -0.69 1.81
N -1.52 0.72 0.02
H -1.78 -1.00 -1.58
H -0.66 0.39 -2.10
H -0.13 -2.07 -0.38
H 1.02 -1.04 -1.26
H 1.24 2.10 0.57
H 1.79 0.97 -0.78
H -0.29 -1.16 1.90
H 1.26 -0.53 2.52
H -2.14 1.45 -0.38
H -0.79 1.29 0.67

No. 6
23
Properties=species:S:1:pos:R:3 method="wB97M-V/def2-TZVPD" lumo_ev="-0.658 / -1.163" max_force_ev_per_a=4.298 charge=0 homo_energy_ha="-0.3514 / -0.3220"
C 1.45 0.04 -0.44
C 0.14 -0.28 -1.13
C -0.68 -1.36 -0.37
C -1.45 -0.88 0.80
C 2.22 1.41 -0.53
C -2.51 0.20 0.84
N 2.05 -0.81 0.24
O 3.11 -0.76 0.94
O -0.68 0.84 -1.35
O -0.02 -2.62 -0.23
O 2.80 1.68 0.67
O -1.88 1.49 1.06
H 0.49 -0.49 -2.21
H -1.53 -1.80 -1.12
H -1.55 -1.58 1.69
H 1.41 2.09 -0.72
H 2.79 1.14 -1.45
H -3.25 -0.11 1.59
H -3.03 0.15 -0.05
H -1.03 1.08 -0.46
H 0.67 -2.45 0.41
H 2.90 0.93 1.26
H -2.40 2.09 0.55

No. 7
89
Properties=species:S:1:pos:R:3 method="wB97M-V/def2-TZVPD" lumo_ev="-0.092 / 0.010" max_force_ev_per_a=3.095 charge=0 homo_energy_ha="-0.1847 / -0.1640"
Mg 0.89 -1.58 -1.09
C 0.22 -2.57 -5.72
C -0.17 -1.30 -5.90
C -1.39 -0.92 -6.69
C -2.70 -1.72 -6.41
C -2.83 -2.46 -5.11
C -2.33 -3.67 -4.84
C -1.53 -4.47 -5.82
C -0.37 -3.71 -6.50
C -1.10 -0.50 0.25
H 1.07 -2.83 -5.08
H 0.46 -0.46 -5.57
H -1.17 -1.02 -7.77
H -1.61 0.15 -6.54
H -3.52 -0.98 -6.43
H -2.88 -2.40 -7.26
H -3.56 -2.01 -4.42
H -2.62 -4.22 -3.94
H -2.19 -4.87 -6.62
H -1.12 -5.35 -5.30
H 0.43 -4.44 -6.69
H -0.71 -3.36 -7.49
H -0.26 -1.19 0.52
H -1.61 -0.27 1.19
H -0.76 0.44 -0.21
P 0.58 0.31 -2.74
P -2.28 -1.26 -0.87
C -1.05 -0.15 -3.25
C -2.07 -0.72 -2.54
C 0.90 2.00 -3.22
C 0.56 2.50 -4.49
C 0.90 3.81 -4.82
C 1.53 4.64 -3.88
C 1.82 4.16 -2.60
C 1.51 2.84 -2.26
C 1.88 -0.84 -3.35
C 1.88 -2.22 -2.93
C 3.11 -2.91 -2.88
C 4.25 -2.34 -3.43
C 4.20 -1.06 -3.99
C 3.03 -0.31 -3.95
C -3.90 -0.58 -0.44
C -4.01 0.82 -0.45
C -5.15 1.42 0.07
C -6.20 0.62 0.54
C -6.14 -0.77 0.41
C -4.99 -1.39 -0.09
C -2.24 -3.04 -0.56
C -1.63 -3.62 0.58
C -1.52 -5.02 0.66
C -1.99 -5.83 -0.37
C -2.64 -5.26 -1.47
C -2.83 -3.88 -1.52
H -1.29 0.22 -4.25
H -3.03 -0.68 -3.06
H 0.05 1.86 -5.22
H 0.67 4.19 -5.82
H 1.80 5.66 -4.15
H 2.30 4.80 -1.87
H 1.73 2.44 -1.27
H 0.92 -2.78 -2.85
H 3.16 -3.91 -2.43
H 5.19 -2.90 -3.46
H 5.09 -0.64 -4.46
H 2.99 0.70 -4.36
H -3.19 1.43 -0.85
H -5.21 2.50 0.13
H -7.07 1.09 1.00
H -6.99 -1.39 0.72
H -4.92 -2.48 -0.19
H -1.26 -2.99 1.39
H -1.07 -5.48 1.55
H -1.87 -6.92 -0.32
H -3.03 -5.89 -2.28
H -3.42 -3.42 -2.32
Cl 2.68 -2.03 2.82
C 2.54 -0.33 2.84
C 2.70 0.34 4.05
C 2.52 1.73 4.11
C 2.15 2.43 2.96
C 2.01 1.77 1.75
C 2.24 0.36 1.62
C 2.20 -0.32 0.35
H 2.97 -0.22 4.94
H 2.65 2.25 5.07
H 1.98 3.51 3.02
H 1.74 2.34 0.85
H 2.33 0.37 -0.49
H 2.89 -1.17 0.27

No. 8
10
Properties=species:S:1:pos:R:3 method="wB97M-V/def2-TZVPD" lumo_ev=0.760 max_force_ev_per_a=5.067 charge=0 homo_energy_ha=-0.3248
C 0.69 0.94 0.48
C -0.65 0.62 0.71
P 2.00 -0.52 -0.22
P -1.65 -0.69 0.19
H 1.43 -1.71 0.35
H 1.08 1.95 0.43
H -1.34 1.44 0.55
H 1.13 -0.66 -1.31
H -0.66 -1.49 -0.35
H -2.04 0.11 -0.83

ΔE to the lowest compared entry with this formula, charge and spin readings, ordered: 340.8, 160.4, 0.0, 204.5, 330.3, 332.5, 0.0, 162.3 kJ/mol